{"formula": "C2H7N3S2", "method": "wB97M-V/def2-TZVPD", "symbols": ["C", "C", "H", "H", "H", "H", "H", "H", "H", "N", "N", "N", "S", "S"], "positions_angstrom": [[1.65934, -1.11006, 0.08860], [-0.47590, -0.20128, 0.24342], [1.99532, -0.39704, 0.82878], [2.08674, -0.90782, -0.91065], [2.05726, -2.09634, 0.43498], [-2.03665, -1.36919, 0.46277], [-2.81291, 0.29296, -1.58580], [-0.62874, 1.76983, 0.85451], [1.96050, 2.01541, -0.16732], [0.23487, -1.21342, 0.03078], [-1.81733, -0.40444, 0.43127], [-0.03329, 1.16363, 0.39227], [-3.01116, 0.59394, -0.25229], [0.82195, 1.86382, -0.85133]], "nbo_charge": [-0.44, 0.55, 0.18, 0.21, 0.20, 0.41, 0.09, 0.40, 0.09, -0.50, -0.76, -0.81, 0.17, 0.21], "e_above_lowest_kj_mol": 52.1, "total_charge": 0, "homo_lumo_gap_ev": 9.9, "smiles": "CN=C(NS)NS"}



{"formula": "C7H15BO2", "method": "wB97M-V/def2-TZVPD", "symbols": ["B", "C", "C", "C", "C", "C", "C", "C", "O", "O", "H", "H", "H", "H", "H", "H", "H", "H", "H", "H", "H", "H", "H", "H", "H"], "positions_angstrom": [[-1.44000, -0.16418, -0.34471], [1.50631, 1.70731, 1.20398], [-2.94299, 2.04036, -0.96210], [-0.71444, -2.53574, 0.66324], [2.16676, -1.25958, -0.49531], [-1.63191, 1.41933, -0.30176], [-1.38582, -1.57656, -0.31578], [2.87917, -0.22524, 0.37680], [1.85620, 2.49672, 0.34242], [1.95510, 0.41534, 1.36073], [-3.04570, 1.89671, -2.08225], [-3.99668, 1.64659, -0.42961], [-3.00075, 3.12748, -0.78353], [-1.52556, -3.10225, 1.12145], [-0.06959, -3.10371, 0.09738], [-0.17536, -1.90994, 1.35407], [2.90138, -1.74634, -1.09478], [1.57587, -1.78817, 0.14967], [1.51254, -0.80067, -1.18403], [-0.83272, 1.80292, -0.85614], [-1.71720, 1.79203, 0.66108], [-1.72131, -2.16439, -1.17248], [0.92691, 1.93600, 2.15782], [3.14809, 0.56097, -0.38864], [3.77170, -0.46499, 0.92250]], "nbo_charge": [0.88, 0.65, -0.58, -0.60, -0.63, -0.83, -0.87, -0.08, -0.58, -0.54, 0.21, 0.20, 0.21, 0.21, 0.20, 0.20, 0.22, 0.22, 0.22, 0.24, 0.25, 0.25, 0.13, 0.20, 0.20], "e_above_lowest_kj_mol": 0.0, "total_charge": 0, "homo_lumo_gap_ev": 8.6, "smiles": "C/C=B/CC.CCOC=O"}



{"formula": "C48H39N6PRhS", "method": "wB97M-V/def2-TZVPD", "symbols": ["Rh", "C", "N", "C", "N", "C", "C", "C", "C", "C", "C", "C", "C", "C", "C", "C", "C", "C", "C", "P", "C", "N", "C", "C", "N", "C", "C", "C", "C", "C", "C", "C", "C", "C", "C", "C", "C", "C", "C", "N", "C", "C", "N", "C", "C", "C", "C", "C", "C", "C", "C", "C", "C", "C", "C", "C", "H", "H", "H", "H", "H", "H", "H", "H", "H", "H", "H", "H", "H", "H", "H", "H", "H", "H", "H", "H", "H", "H", "H", "H", "H", "H", "H", "H", "H", "H", "H", "H", "H", "H", "H", "H", "H", "H", "H", "S"], "positions_angstrom": [[-0.36144, -0.90581, 0.99913], [1.68516, 0.41442, -4.09256], [1.50860, -0.39251, -2.89320], [0.99221, 0.01769, -1.70668], [1.01950, -0.97341, -0.83240], [1.57350, -2.05528, -1.45628], [1.88012, -1.71423, -2.75159], [2.52429, -2.48818, -3.82538], [1.90728, -2.65271, -5.06276], [2.51953, -3.40535, -6.05395], [3.74623, -4.00602, -5.81152], [4.36086, -3.85367, -4.57616], [3.75510, -3.09696, -3.58618], [1.77582, -3.32867, -0.75140], [2.24998, -3.32061, 0.55845], [2.41695, -4.50884, 1.25256], [2.11541, -5.71685, 0.63951], [1.65055, -5.73185, -0.66843], [1.48067, -4.54421, -1.36202], [0.35509, 1.69123, -1.38344], [0.94849, 1.85386, 0.33090], [0.61180, 1.06107, 1.34089], [1.40009, 1.40939, 2.40495], [2.21346, 2.45257, 2.03935], [1.92226, 2.71228, 0.71901], [2.49501, 3.79197, -0.07635], [3.17850, 3.23015, 2.83127], [2.78117, 3.75496, 4.05880], [3.68178, 4.46136, 4.84006], [4.98384, 4.65255, 4.39925], [5.38658, 4.13164, 3.17718], [4.48925, 3.41944, 2.39758], [1.31011, 0.67961, 3.67762], [2.45944, 0.33551, 4.38504], [2.36039, -0.39096, 5.56126], [1.11687, -0.78665, 6.03605], [-0.03112, -0.44922, 5.33407], [0.06422, 0.28393, 4.16109], [-1.38866, 1.29404, -1.07734], [-1.82881, 0.33786, -0.27565], [-3.19505, 0.35259, -0.33570], [-3.58975, 1.33599, -1.21090], [-2.43714, 1.92417, -1.67385], [-2.38680, 3.09153, -2.54359], [-4.94202, 1.78209, -1.59153], [-5.81471, 2.23640, -0.60592], [-7.10185, 2.62661, -0.94096], [-7.52419, 2.56866, -2.26162], [-6.66099, 2.11275, -3.24781], [-5.37512, 1.71601, -2.91369], [-4.03139, -0.55897, 0.45846], [-5.13094, -1.19953, -0.10601], [-5.90305, -2.06031, 0.65888], [-5.58363, -2.28860, 1.99063], [-4.49068, -1.65079, 2.56161], [-3.72299, -0.78685, 1.79804], [1.75782, 1.46078, -3.80778], [2.60182, 0.11067, -4.59116], [0.84633, 0.28275, -4.77426], [0.93454, -2.21217, -5.24559], [2.03191, -3.53180, -7.01139], [4.22049, -4.59679, -6.58370], [5.31544, -4.32488, -4.38347], [4.22832, -2.97939, -2.61950], [2.49529, -2.37772, 1.03480], [2.78272, -4.49126, 2.27061], [2.24123, -6.64517, 1.18072], [1.40957, -6.67152, -1.14752], [1.10116, -4.56022, -2.37624], [2.68108, 4.64348, 0.57298], [3.43156, 3.48093, -0.53590], [1.78829, 4.07296, -0.85186], [1.76430, 3.60482, 4.39937], [3.36541, 4.86591, 5.79206], [5.68581, 5.20518, 5.00917], [6.40371, 4.27198, 2.83667], [4.81373, 2.98806, 1.45796], [3.43200, 0.62816, 4.00892], [3.25770, -0.65680, 6.10419], [1.04388, -1.35691, 6.95241], [-1.00207, -0.75057, 5.70437], [-0.83346, 0.57431, 3.62588], [-2.86109, 3.93813, -2.05020], [-1.34788, 3.32776, -2.75468], [-2.90543, 2.88779, -3.47625], [-5.48188, 2.27190, 0.42398], [-7.77580, 2.97556, -0.17013], [-8.52913, 2.87285, -2.52232], [-6.99311, 2.05402, -4.27573], [-4.71318, 1.32829, -3.67937], [-5.37347, -1.03225, -1.14804], [-6.75129, -2.56118, 0.21151], [-6.18406, -2.96570, 2.58361], [-4.23910, -1.82834, 3.59871], [-2.86876, -0.27943, 2.23618], [-1.19413, -2.88953, 1.06424]], "lowdin_spin": [2.20, 0.00, 0.00, 0.01, 0.08, 0.01, 0.00, 0.00, 0.00, 0.00, 0.00, 0.00, 0.00, 0.02, 0.02, 0.01, 0.00, 0.00, 0.01, 0.00, 0.01, 0.04, 0.01, 0.00, 0.00, 0.00, 0.00, 0.00, 0.00, 0.00, 0.00, 0.00, 0.01, 0.00, 0.00, 0.00, 0.00, 0.02, 0.00, 0.08, 0.01, 0.00, 0.00, 0.00, 0.00, 0.00, 0.00, 0.00, 0.00, 0.00, 0.01, 0.00, 0.00, 0.00, 0.01, 0.03, 0.00, 0.00, 0.00, 0.00, 0.00, 0.00, 0.00, 0.00, 0.00, 0.00, 0.00, 0.00, 0.00, 0.00, 0.00, 0.00, 0.00, 0.00, 0.00, 0.00, 0.00, 0.00, 0.00, 0.00, 0.00, 0.01, 0.00, 0.00, 0.00, 0.00, 0.00, 0.00, 0.00, 0.00, 0.00, 0.00, 0.00, 0.00, 0.01, 1.38], "multiplicity": 5, "e_above_lowest_kj_mol": 1.3, "total_charge": 1, "homo_lumo_gap_ev": [7.9, 6.9], "s_squared": 6.0169}



{"formula": "C3H7N2S2", "method": "wB97M-V/def2-TZVPD", "symbols": ["C", "C", "C", "N", "N", "S", "S", "H", "H", "H", "H", "H", "H", "H"], "positions_angstrom": [[1.48126, 0.19006, -0.77415], [0.39263, 0.01725, 1.15985], [-0.59726, -0.05391, 0.08396], [0.22735, 0.05180, -1.16850], [1.64391, 0.15048, 0.51567], [-1.75891, 1.41970, 0.30988], [-1.69005, -1.56217, 0.21382], [2.28746, 0.02612, -1.47050], [0.18859, 0.70252, 2.06158], [0.31662, -0.93048, 1.67700], [0.12403, -0.16889, -2.17649], [2.44395, -0.23014, 0.96183], [-2.36927, 1.58156, -0.82751], [-2.69030, -1.19391, -0.56643]], "nbo_charge": [0.39, -0.32, -0.10, -0.54, -0.49, 0.02, 0.06, 0.25, 0.28, 0.25, 0.47, 0.45, 0.14, 0.15], "e_above_lowest_kj_mol": 143.6, "total_charge": 1, "homo_lumo_gap_ev": 8.9, "smiles": "SC1(S)C[NH+]=CN1"}



{"formula": "C17H39BBrFIN5O5", "method": "wB97M-V/def2-TZVPD", "symbols": ["C", "C", "F", "B", "Br", "I", "H", "H", "H", "H", "C", "C", "O", "N", "C", "H", "H", "H", "H", "H", "H", "H", "C", "C", "O", "N", "C", "H", "H", "H", "H", "H", "H", "H", "C", "C", "O", "N", "C", "H", "H", "H", "H", "H", "H", "H", "C", "C", "O", "N", "C", "H", "H", "H", "H", "H", "H", "H", "C", "C", "O", "N", "C", "H", "H", "H", "H", "H", "H", "H"], "positions_angstrom": [[4.12662, -6.23503, 3.96998], [5.02773, -5.86331, 2.80983], [5.17301, -4.46985, 2.77413], [4.42871, -6.38420, 1.44806], [5.17082, -7.93181, 0.64729], [2.77038, -5.42415, 0.58232], [3.90855, -7.30629, 3.93752], [3.17643, -5.70613, 3.88347], [4.59824, -5.99774, 4.92423], [6.02594, -6.27597, 2.96781], [-0.95186, -2.09798, -0.19240], [0.01575, -2.95651, -0.97197], [0.29161, -4.10108, -0.63428], [0.60072, -2.39956, -2.06065], [0.38314, -1.07133, -2.60643], [-1.34106, -2.67161, 0.64159], [-0.45659, -1.20799, 0.19404], [-1.78584, -1.77750, -0.81649], [1.26947, -2.99974, -2.51734], [0.02374, -1.14131, -3.63652], [1.30002, -0.48513, -2.59255], [-0.35285, -0.53855, -2.01837], [1.85322, 4.13336, -2.60417], [0.95326, 2.95075, -2.88075], [0.85956, 2.01896, -2.09981], [0.24781, 2.95914, -4.04370], [0.23995, 3.97008, -5.08193], [2.33768, 3.96511, -1.64830], [2.61523, 4.23601, -3.37710], [1.28135, 5.06086, -2.55934], [-0.32701, 2.14149, -4.17335], [-0.76088, 4.38107, -5.22307], [0.57961, 3.55840, -6.03337], [0.90394, 4.78337, -4.80977], [-2.22573, 1.58673, -0.80045], [-3.17255, 0.96020, 0.20053], [-2.77540, 0.26222, 1.11797], [-4.50051, 1.21072, 0.04182], [-5.15948, 2.01780, -0.96970], [-1.20894, 1.31083, -0.54304], [-2.44453, 1.24274, -1.81297], [-2.30520, 2.67444, -0.78743], [-5.07959, 0.74808, 0.72595], [-5.71550, 2.83544, -0.50961], [-5.86885, 1.41827, -1.54092], [-4.42969, 2.43460, -1.65592], [-8.64492, 4.35559, 2.82151], [-7.68213, 3.53397, 1.99330], [-7.95721, 3.17503, 0.86018], [-6.48933, 3.21289, 2.56244], [-6.00425, 3.54933, 3.88647], [-9.53594, 4.52339, 2.22591], [-8.92002, 3.83314, 3.73809], [-8.20840, 5.31725, 3.09260], [-5.88071, 2.67549, 1.96432], [-5.09115, 4.14335, 3.82988], [-5.79199, 2.65000, 4.46582], [-6.75259, 4.12699, 4.41830], [4.97817, -2.19878, 0.37954], [5.96728, -1.53350, -0.54813], [5.64200, -1.05418, -1.62071], [7.26453, -1.49289, -0.13249], [7.82529, -2.02003, 1.09504], [3.99677, -2.16418, -0.08232], [5.24741, -3.23819, 0.56008], [4.93901, -1.68689, 1.34155], [7.88356, -1.03821, -0.78449], [8.28249, -1.22825, 1.69150], [8.58632, -2.77461, 0.88725], [7.04534, -2.48460, 1.68951]], "nbo_charge": [-0.63, -0.17, -0.38, 0.24, -0.05, 0.12, 0.22, 0.23, 0.22, 0.19, -0.72, 0.68, -0.67, -0.61, -0.41, 0.25, 0.24, 0.22, 0.40, 0.18, 0.22, 0.22, -0.72, 0.68, -0.64, -0.62, -0.41, 0.25, 0.23, 0.22, 0.40, 0.20, 0.20, 0.21, -0.73, 0.68, -0.63, -0.63, -0.42, 0.26, 0.22, 0.23, 0.40, 0.22, 0.20, 0.20, -0.72, 0.68, -0.64, -0.62, -0.41, 0.25, 0.23, 0.23, 0.40, 0.20, 0.20, 0.21, -0.72, 0.68, -0.63, -0.62, -0.41, 0.24, 0.23, 0.23, 0.40, 0.19, 0.19, 0.22], "e_above_lowest_kj_mol": 5.7, "total_charge": 0, "homo_lumo_gap_ev": 9.3}